Molecular formula: C23H68F3LiO18
Method: DFT, ωB97M-V/def2-TZVPD

Calculated values
- Kohn-Sham gap (eV) = 7.7
- HOMO energy (eV) = -8.6
- net charge = 0
- LUMO level (eV) = -0.96

CARTESIAN COORDINATES (ANGSTROEM)
Li 3.36181 3.25660 0.40366
C 1.22802 1.35042 0.63640
O 0.46896 0.76527 1.70706
O 2.44420 1.61856 1.11545
C 1.22736 0.38323 -0.58566
F 2.36926 0.39767 -1.26885
F 1.04921 -0.90591 -0.18651
F 0.21983 0.65634 -1.42029
C -0.88328 1.16264 1.81182
C -1.52067 0.54222 3.04432
H -1.51391 -0.54925 2.94108
H -0.88751 0.76624 3.90455
H -2.56355 0.82453 3.16612
H -1.39298 0.75802 0.92799
H -1.01974 2.24697 1.86751
H 0.73789 2.27801 0.30645
C 2.29853 0.32608 -4.74846
O 2.40250 1.72499 -4.97570
C 1.70591 2.42941 -3.99371
C 1.86443 3.92711 -4.22851
O 3.19098 4.29482 -3.91588
C 3.43961 5.68358 -4.03367
H 1.23659 0.05867 -4.64355
H 2.74897 0.11094 -3.77483
H 2.71034 -0.28425 -5.54316
H 2.09842 2.18128 -2.99831
H 0.62945 2.21370 -4.00771
H 1.12907 4.47709 -3.63248
H 1.71318 4.11627 -5.29852
H 3.39042 5.97837 -5.08365
H 4.36734 5.90728 -3.51476
H 2.66398 6.23975 -3.48740
C -3.42307 -7.15247 3.37250
O -3.03212 -6.01650 2.64628
C -2.81794 -4.87275 3.44856
C -2.59749 -3.62852 2.62909
O -1.45734 -3.84059 1.84183
C -1.27967 -2.97755 0.72466
H -4.43330 -7.03079 3.77211
H -2.72419 -7.38425 4.18146
H -3.41272 -7.98462 2.67333
H -1.92371 -5.09401 4.04434
H -3.70112 -4.72329 4.08164
H -2.57261 -2.72684 3.25355
H -3.50818 -3.52631 2.01654
H -1.19838 -1.93189 1.03064
H -2.08614 -3.11622 0.00085
H -0.34455 -3.30524 0.27723
C -1.45776 4.16021 -2.51307
O -2.46180 3.72470 -1.63004
C -2.23710 2.41279 -1.11129
C -3.18839 1.99609 -0.03524
O -3.21672 2.93091 1.02147
C -4.28017 2.71319 1.94270
H -1.07911 3.36102 -3.15764
H -0.64726 4.58699 -1.90849
H -1.91044 4.94256 -3.12047
H -1.20163 2.32938 -0.76255
H -2.40351 1.77650 -1.98779
H -2.81136 1.05690 0.39396
H -4.18918 1.77717 -0.43103
H -5.19760 3.17532 1.57923
H -3.95985 3.21673 2.85515
H -4.32253 1.64018 2.15642
C 4.41595 -3.37829 -6.08752
O 4.33319 -2.51564 -4.97098
C 4.75868 -3.17169 -3.77348
C 4.52669 -2.21150 -2.62029
O 5.19651 -0.97888 -2.76007
C 6.59559 -1.00869 -2.71551
H 3.88569 -2.89190 -6.90224
H 3.93358 -4.33763 -5.86430
H 5.46554 -3.58074 -6.33189
H 5.80544 -3.40327 -4.00144
H 4.20073 -4.09529 -3.59227
H 4.60468 -2.64886 -1.62191
H 3.48033 -1.93095 -2.78471
H 7.02666 -1.62837 -3.51299
H 6.97369 -1.26458 -1.72242
H 7.02031 -0.04513 -3.01412
O 1.69989 2.92186 4.93898
H 2.58908 3.04702 4.59811
H 1.52771 1.97685 4.77971
O 3.08771 -1.71449 1.74102
H 2.77096 -1.62357 0.84128
H 2.33430 -2.11484 2.21844
O 1.98007 0.18695 3.98221
H 1.49997 0.36777 3.12856
H 1.35438 -0.30956 4.52082
O 0.86825 -2.78957 3.03414
H 0.14136 -3.41023 2.84281
H 0.57641 -2.28950 3.80206
O 5.15778 0.84585 -0.16733
H 4.68006 0.12692 -0.59798
H 5.84139 1.09373 -0.80101
C -2.42229 -1.51510 -0.71475
O -2.74396 -1.01836 -2.00490
H -3.25391 -1.31101 -0.03481
H -2.26877 -2.59840 -0.70660
H -1.50140 -1.04062 -0.38052
H -3.68586 -0.86993 -2.08772
C -3.60583 2.73228 5.35292
O -4.10028 3.14389 6.63462
H -2.80009 3.39485 5.05025
H -3.31242 1.68536 5.45161
H -4.36759 2.80631 4.56783
H -4.83539 2.55302 6.82350
C -5.83383 -0.19305 2.30800
O -6.02605 -0.49485 0.93244
H -5.85906 -1.07898 2.93432
H -4.85968 0.29678 2.43614
H -6.59177 0.52955 2.62726
H -6.10202 0.32900 0.44796

Results of the Löwdin charge analysis, in e, for atoms 1 through 2: number 1, Li, carries 0.816; number 2, C, carries -0.473

Molecular formula: C23H68NO19
Method: DFT, ωB97M-V/def2-TZVPD

Calculated values
- Kohn-Sham gap (eV) = 9.9
- energy relative to the best compared isomer or geometry (same formula, charge and spin) (kcal per mole) = 36.7
- HOMO energy (eV) = -11.6
- net charge = +1
- LUMO level (eV) = -1.74

CARTESIAN COORDINATES (ANGSTROEM)
C -1.82754 -0.65309 -0.40260
N -1.03716 0.72495 -0.52952
C 0.27294 0.43410 -1.30939
C -1.71491 1.81357 -1.42209
C -0.75305 1.30441 0.84031
C 0.03084 0.33350 1.72344
O 0.27032 0.97317 3.00111
H -2.80344 -0.50846 -0.07836
H -1.49208 -1.40232 0.26474
H -1.94798 -1.10010 -1.28371
H 0.86986 1.41504 -1.64225
H -0.24918 -0.01858 -2.19629
H 1.01277 -0.04870 -0.66948
H -2.57582 2.30948 -0.88796
H -1.96090 1.29276 -2.42772
H -1.29910 2.87051 -1.67244
H -1.72586 1.55187 1.27735
H -0.23619 2.24805 0.73670
H 0.97756 0.15884 1.37683
H -0.29988 -0.64920 1.96498
H 0.38692 0.32834 3.73688
C 0.73835 1.38887 -5.69316
C 0.66443 2.87814 -5.30065
O 1.88325 3.54392 -5.80121
O -0.20995 0.66666 -4.93907
H 1.43753 0.88386 -5.19749
H 0.79203 1.14641 -6.82539
H 0.52445 3.16692 -4.27719
H -0.10758 3.26717 -6.02416
H 1.56402 4.26682 -6.23243
H -0.28264 -0.17962 -5.41160
C 2.70368 3.02515 2.88331
C 4.19637 3.50496 3.30725
O 4.79784 2.77424 4.37920
O 2.38567 3.90801 1.87672
H 2.00769 3.44404 3.80164
H 2.65341 1.97998 2.72311
H 3.92825 4.49065 3.68542
H 5.09738 3.29033 2.66559
H 4.13875 2.86707 4.98305
H 2.12421 4.74568 2.26124
C -1.26120 -4.99218 -2.48587
C -2.65745 -4.42477 -2.77281
O -2.52068 -3.47218 -3.87018
O -1.26013 -5.87231 -1.41636
H -0.56928 -4.10864 -2.11038
H -0.79537 -5.21833 -3.45011
H -3.04692 -3.78853 -1.90569
H -3.41577 -5.23178 -2.73078
H -3.25597 -3.54199 -4.29008
H -0.31570 -6.06918 -1.31250
C -3.29335 0.41126 3.94327
C -4.13256 -0.35075 4.94255
O -3.59659 -0.04010 6.21385
O -3.64535 0.15571 2.53189
H -2.34252 0.06152 4.15564
H -3.06694 1.52754 4.05938
H -4.18094 -1.44371 4.87660
H -5.17583 0.07643 4.74797
H -3.72502 -0.74198 6.85166
H -4.56909 0.07452 2.61100
C 1.72113 -2.14661 6.13993
C 1.14464 -1.91281 4.65482
O -0.06228 -1.10528 4.87882
O 2.61940 -3.19264 6.11767
H 0.89757 -2.39173 6.69484
H 2.25742 -1.37692 6.64568
H 1.05128 -2.87104 4.11678
H 1.97669 -1.29785 4.10371
H -0.67855 -1.72192 5.35602
H 3.02008 -3.17594 5.28877
C 0.99821 -4.67738 0.70575
C 2.20265 -3.91917 0.78534
O 2.12544 -2.51873 1.27748
O 1.24099 -6.06341 0.12683
H 0.24749 -4.13296 0.12787
H 0.71558 -4.88504 1.61663
H 2.48488 -3.91211 -0.37258
H 2.83604 -4.54632 1.33212
H 3.06132 -2.08981 1.03714
H 1.63754 -6.39287 0.75920
C 4.40306 -0.19699 0.42657
C 4.37462 -0.59345 -0.91637
O 3.95072 0.32823 -1.96887
O 4.64562 -1.31072 1.33781
H 3.58925 0.41099 0.78268
H 5.35717 0.37511 0.51259
H 3.92785 -1.61448 -1.16933
H 5.40492 -0.94325 -1.24808
H 4.68020 0.97919 -2.13667
H 5.60708 -1.17332 1.35803
C -4.94867 -1.28274 -4.90967
C -4.67707 -0.89684 -3.47138
O -4.01852 0.25242 -3.47292
O -5.43395 -2.62759 -5.07148
H -4.13947 -1.15917 -5.61295
H -5.60816 -0.59343 -5.58469
H -4.15396 -1.44166 -2.88842
H -5.63548 -0.51440 -3.20690
H -4.31394 1.00650 -4.06175
H -6.30037 -2.67648 -4.85324
C -0.42860 5.86099 -0.80516
C 0.98059 5.36512 -1.46416
O 1.03500 4.03069 -1.07560
O -0.29799 7.23869 -1.09160
H -0.25863 5.81724 0.27545
H -1.36693 5.61612 -1.06986
H 1.97022 5.68785 -1.05584
H 0.96369 5.56316 -2.51897
H 1.39101 3.82833 -0.28946
H -0.30540 7.54647 -1.99635

Results of the Löwdin charge analysis, in e, for atoms 1 through 2: number 1, C, carries 0.076; number 2, N, carries -0.256

Molecular formula: C23H68NO19
Method: DFT, ωB97M-V/def2-TZVPD

Calculated values
- Kohn-Sham gap (eV) = 9.2
- energy relative to the best compared isomer or geometry (same formula, charge and spin) (kcal per mole) = 41.0
- HOMO energy (eV) = -11.5
- net charge = +1
- LUMO level (eV) = -2.31

CARTESIAN COORDINATES (ANGSTROEM)
C -0.72888 -2.32395 1.03668
N -0.55688 -1.08295 0.11168
C 0.61012 -1.51295 -0.59632
C -1.79288 -1.16595 -0.77432
C -0.45288 0.19705 0.83668
C -0.10288 1.36405 -0.01832
O -0.26788 2.53805 0.72668
H -0.83188 -3.32895 0.39068
H -1.65788 -2.10995 1.68068
H 0.10412 -2.42095 1.76568
H 1.53312 -1.37995 -0.09832
H 0.85912 -1.10495 -1.49932
H 0.95012 -2.61395 -0.72932
H -1.64888 -0.38195 -1.43532
H -2.79888 -1.45195 -0.17132
H -1.86488 -2.11595 -1.38332
H 0.45612 0.02405 1.52768
H -1.35788 0.35005 1.55668
H -0.88988 1.68105 -0.74332
H 0.85512 1.22105 -0.40432
H -0.49888 3.26705 0.27268
C -0.31188 6.10705 0.08468
C -1.58388 6.51605 -0.54732
O -2.29388 7.28105 0.39568
O 0.43712 5.15205 -0.75432
H -0.69888 5.39605 0.77968
H 0.37612 6.81805 0.73568
H -2.12488 5.75705 -0.92832
H -1.34188 7.20305 -1.32632
H -2.39388 6.59305 1.12568
H 1.39912 5.00305 -0.55032
C 2.27212 -3.64695 -3.41332
C 0.82712 -4.23795 -3.57732
O -0.11088 -3.37695 -3.12732
O 3.17612 -4.41095 -4.22032
H 2.74412 -3.60195 -2.56732
H 2.50512 -2.52695 -3.45632
H 0.85012 -5.27095 -3.08032
H 0.70112 -4.18195 -4.52732
H -0.24788 -2.80695 -3.85832
H 3.80912 -3.73595 -4.54832
C 3.68412 0.08005 -3.01532
C 4.67412 1.24605 -3.00532
O 4.47712 2.08105 -4.12832
O 3.53312 -0.49495 -1.78132
H 3.73412 -0.52095 -3.98932
H 2.81312 0.51105 -3.32332
H 5.75712 0.88405 -2.88332
H 4.48612 1.95605 -2.20532
H 4.82812 2.96605 -4.03232
H 4.15212 -1.11595 -1.37332
C 0.56212 -5.97195 1.22368
C 1.89812 -5.27995 1.50768
O 2.49112 -4.90295 0.26668
O 0.24612 -6.70695 2.36768
H 0.77512 -6.81195 0.42668
H -0.14388 -5.14195 1.03668
H 2.67312 -5.76695 1.87168
H 1.66312 -4.36695 2.15068
H 3.36912 -4.49995 0.39668
H -0.67188 -7.13795 2.19068
C -4.59088 0.67505 2.73968
C -4.11588 0.30805 4.17168
O -4.46788 1.34505 4.98968
O -4.08788 -0.32295 1.79968
H -4.29888 1.60005 2.34368
H -5.56688 0.66205 2.62268
H -3.22388 0.14605 4.44768
H -4.50188 -0.34095 4.69768
H -3.90288 1.29405 5.78568
H -4.78188 -0.92595 1.55968
C 0.58212 2.39505 -5.11232
C 0.80112 3.08605 -3.67732
O 0.04312 4.23305 -3.62432
O 1.51812 1.38005 -5.30932
H 0.78512 3.24105 -5.78932
H -0.32388 2.03005 -5.38132
H 1.97312 3.26905 -3.70432
H 0.68512 2.30205 -2.89432
H 0.05112 4.54305 -2.69732
H 2.52612 1.55605 -5.30332
C -0.59688 -3.19095 5.84368
C -2.12588 -2.89495 5.42268
O -2.85388 -2.17495 6.39368
O -0.07588 -3.65695 4.58968
H -0.60488 -4.02095 6.58768
H -0.15788 -2.16995 6.16868
H -2.66188 -3.86595 5.46168
H -2.18388 -2.52095 4.58868
H -2.34888 -1.47795 6.48168
H 0.83912 -3.90895 4.75768
C 3.73312 0.16105 2.72068
C 3.48412 1.39405 1.89468
O 4.56812 2.25805 1.93068
O 2.89812 -0.80895 2.28368
H 3.78112 0.37405 3.76068
H 4.69912 -0.12295 2.52068
H 2.54012 1.99505 2.29768
H 3.34812 1.06205 0.90368
H 5.39212 1.77405 2.03668
H 3.01012 -1.44795 2.98068
C -4.63988 2.62305 -1.48132
C -3.67288 3.18605 -2.54232
O -2.67488 2.29705 -2.82732
O -5.68288 3.60205 -1.34232
H -4.37988 2.41805 -0.39632
H -5.05888 1.60405 -1.89532
H -3.28188 4.17605 -2.42932
H -4.13388 3.38205 -3.47232
H -3.11488 1.35305 -2.90632
H -6.05288 3.44405 -0.38932

Results of the Löwdin charge analysis, in e, for atoms 1 through 2: number 1, C, carries 0.002; number 2, N, carries -0.312

Molecular formula: C23H70N12O13
Method: DFT, ωB97M-V/def2-TZVPD

Calculated values
- Kohn-Sham gap (eV) = 9.3
- HOMO energy (eV) = -9.2
- net charge = 0
- SMILES string = NC(N)=O.NC(N)=O.NC(N)=O.NC(N)=O.NC(N)=O.NC(N)=O.CC(C)O.CC(C)O.CC(C)O.CC(C)O.CC(C)O.OCCO
- LUMO level (eV) = 0.17

CARTESIAN COORDINATES (ANGSTROEM)
N -0.90954 3.51565 -1.30392
C -1.06514 4.77774 -1.01519
N -2.17897 5.14066 -1.53389
O -0.34021 5.43116 -0.38908
H -0.25922 2.96495 -0.76178
H -1.65100 3.09159 -1.84292
H -2.37718 6.10476 -1.30732
H -2.70635 4.65853 -2.24768
N -0.31760 -1.29768 -3.63614
C -0.83163 -2.43422 -3.32664
N -0.17845 -2.96779 -2.27839
O -1.81234 -2.86956 -3.83533
H 0.63340 -1.14297 -3.33324
H -0.48958 -0.98527 -4.58108
H -0.71742 -3.63706 -1.74766
H 0.55539 -2.40831 -1.86781
N -2.88075 -3.00315 -0.79441
C -3.10945 -4.23118 -0.41568
N -2.96468 -4.94917 -1.54650
O -3.47607 -4.69043 0.63523
H -2.67200 -2.39896 -0.01243
H -2.55763 -2.84081 -1.73745
H -2.58366 -4.59575 -2.41254
H -3.11197 -5.94764 -1.50826
N 4.31553 2.06921 0.07415
C 3.44445 1.75393 1.03949
N 3.45704 2.72725 1.88950
O 2.83722 0.73847 1.07768
H 4.54875 1.52501 -0.74411
H 4.94543 2.85694 0.12691
H 2.91926 2.68023 2.74312
H 4.22701 3.37791 1.82717
N -0.13241 0.02479 -0.76871
C -0.50351 -0.54808 0.41995
N 0.51576 -0.60824 1.19368
O -1.58454 -1.04472 0.74391
H -0.81509 0.13818 -1.50436
H 0.80495 0.34576 -0.96479
H 0.54535 -1.10352 2.07340
H 1.21012 0.00386 0.78958
N 0.45837 -1.48785 5.47887
C -0.12861 -0.60025 4.73701
N -0.98652 -1.15698 3.96980
O 0.21028 0.56911 4.65825
H 0.14372 -2.43260 5.30992
H 1.25553 -1.32893 6.07834
H -1.32716 -2.06677 4.24610
H -1.44580 -0.58475 3.27575
C 2.20833 1.71756 -3.05319
C 2.64866 0.19652 -3.30543
C 4.15013 0.21385 -3.46695
O 2.30071 -0.57186 -2.23637
H 2.64237 2.18679 -3.93610
H 2.67864 2.15588 -2.17298
H 1.13680 1.87200 -3.17991
H 2.10611 -0.30137 -4.10908
H 4.70256 -0.72560 -3.44814
H 4.50630 0.81441 -2.62994
H 4.44077 0.78783 -4.34681
H 3.07746 -1.08260 -1.99677
C -0.52768 2.89410 2.01915
C 0.28136 3.79427 3.01808
C -0.69302 4.79167 3.76274
O 1.04979 3.03064 3.93587
H -0.80799 2.02483 2.61404
H 0.19657 2.64050 1.24505
H -1.34020 3.48020 1.58972
H 0.95286 4.40769 2.41735
H -0.14987 5.70141 4.01859
H -1.06766 4.30683 4.66423
H -1.59365 5.06919 3.21506
H 0.58794 2.22403 4.17609
C -4.21860 1.95161 0.80479
C -4.58626 0.98499 1.95862
C -5.31305 -0.27827 1.53562
O -3.31676 0.60835 2.50995
H -5.05593 2.15538 0.13737
H -3.40087 1.75669 0.11095
H -4.02636 2.94856 1.20131
H -5.20409 1.53343 2.66968
H -6.35038 -0.02588 1.31577
H -5.32751 -1.02766 2.32703
H -4.82171 -0.78165 0.70298
H -2.82050 0.23139 1.77974
C -3.71582 0.44438 -2.80220
C -3.34438 1.45370 -3.91303
C -4.50562 1.67930 -4.93464
O -2.95626 2.67541 -3.29091
H -3.88342 -0.60270 -3.05445
H -4.69142 0.67707 -2.37541
H -3.00753 0.68206 -2.00851
H -2.46069 1.11796 -4.45570
H -4.19658 2.44962 -5.64117
H -5.27295 2.08860 -4.27753
H -4.70670 0.75070 -5.46886
H -2.82825 3.35677 -3.95496
C 2.91442 -4.66488 1.29951
C 1.64446 -3.88445 1.30356
C 0.36928 -4.77278 1.20253
O 1.44679 -3.27909 2.53752
H 3.17972 -5.17603 2.22495
H 3.67204 -3.89308 1.16376
H 2.88100 -5.31499 0.42525
H 1.66905 -3.13167 0.51565
H 0.37170 -5.50535 2.00965
H 0.36209 -5.34743 0.27633
H -0.50734 -4.15695 1.40345
H 1.64648 -3.97053 3.17283
O 6.32521 -2.69685 2.10290
C 6.32113 -2.28512 0.78228
C 5.47157 -1.01528 0.42020
O 4.09901 -1.30249 -0.00381
H 5.49735 -2.57390 2.57315
H 7.30101 -2.05067 0.36637
H 5.95068 -3.04833 0.09790
H 5.99640 -0.43922 -0.34191
H 5.43989 -0.36729 1.29610
H 3.55933 -0.71531 0.53057

Results of the Löwdin charge analysis, in e, for atoms 1 through 2: number 1, N, carries 0.175; number 2, C, carries -0.871

Question: Among the records above, which one has the highest LUMO level?
Answer: C23H70N12O13